No. 1
Density functional theory data (wB97M-V/def2-TZVPD) for a structure of composition C4H7NO.

As for the relative energy (zero: lowest compared OMol25 entry of this formula, charge and spin): 457.48 kJ/mol. The LUMO energy is 0.6085 eV. As for the orbital gap: 9.619 eV.

```
13
Properties=species:S:1:pos:R:3:mulliken_charge:R:1
C 2.187 -0.314 0.464 -0.99
C 0.713 0.174 0.254 0.78
O 0.428 1.274 0.708 -0.61
C -0.344 -0.657 -0.391 -0.53
C -2.260 -0.033 -0.105 -0.12
N -1.688 0.664 -1.086 -0.55
H 2.606 -1.012 -0.273 0.33
H 2.303 -0.781 1.455 0.26
H 2.820 0.587 0.481 0.30
H -0.119 -1.004 -1.400 0.29
H -2.295 0.328 0.930 0.24
H -3.093 -0.713 -0.368 0.27
H -1.256 1.487 -0.670 0.33
```


No. 2
Density functional theory data (wB97M-V/def2-TZVPD) for a cluster of 2 separate species, C4H6ClN in total.

As for the relative energy (zero: lowest compared OMol25 entry of this formula, charge and spin): 224.47 kJ/mol. Its expectation value of S² is 2.03. The LUMO energy (alpha / beta) is 0.6956 / -2.5271 eV. As for the orbital gap (alpha / beta): 6.383 / 7.187 eV. As for the spin multiplicity: 3.

```
12
Properties=species:S:1:pos:R:3:mulliken_charge:R:1
C 1.062 1.139 0.137 0.66
C -0.318 0.894 -0.116 0.26
C 2.254 0.849 0.584 -0.80
C -1.543 0.135 -0.525 -0.35
N 0.059 2.142 -0.029 -0.69
Cl -0.787 -3.935 0.525 -0.21
H 2.578 -0.187 0.380 0.27
H -0.878 -2.734 0.122 0.14
H 2.937 1.650 0.596 0.35
H -1.756 0.440 -1.553 0.32
H -2.328 0.460 0.106 0.31
H -1.280 -0.852 -0.228 -0.27
```


No. 3
Density functional theory data (wB97M-V/def2-TZVPD) for the ion H2N5O2 with charge -1.

As for the relative energy (zero: lowest compared OMol25 entry of this formula, charge and spin): 300.06 kJ/mol. The LUMO energy (alpha / beta) is 4.2294 / 4.2083 eV. The SMILES is [NH-]N[N-][N+](=O)N=O. As for the orbital gap (alpha / beta): 7.081 / 6.939 eV. The total charge is -1.

```
9
Properties=species:S:1:pos:R:3:mulliken_charge:R:1
N 0.650 1.326 -0.554 -0.58
N 0.592 0.090 -1.083 0.38
N 0.023 -1.004 -0.542 -0.68
N -0.603 -0.883 0.613 1.14
O -1.147 -1.955 1.035 -0.84
N -0.598 0.270 1.189 -0.13
O -1.155 0.222 2.346 -0.62
H 1.306 1.918 -0.972 0.12
H 0.933 0.015 -2.032 0.21
```


No. 4
Density functional theory data (wB97M-V/def2-TZVPD) for a cluster of 8 separate species, C25H51BrClN7O12P2 in total.

The LUMO energy is -1.1021 eV. The SMILES is O=C1OC(=O)C(P(O)Br)=C1P(O)Cl.CNC(C)=O.CNC(C)=O.CNC(C)=O.CNC(C)=O.CNC(C)=O.CNC(C)=O.CNC(C)=O. As for the orbital gap: 7.529 eV.

```
99
Properties=species:S:1:pos:R:3:mulliken_charge:R:1
O 2.971 -5.720 -2.606 -0.48
C 3.441 -4.670 -2.892 0.00
O 4.808 -4.405 -2.811 -0.27
C 4.995 -3.507 -3.872 0.24
O 5.887 -3.607 -4.644 -0.43
C 3.751 -2.644 -3.932 0.68
P 3.934 -0.919 -4.680 0.21
O 3.474 -0.009 -3.415 -0.20
Br 2.168 -0.742 -6.007 -0.24
C 2.780 -3.426 -3.419 0.27
P 0.951 -3.262 -3.136 0.18
O 0.484 -3.283 -4.698 -0.46
Cl 0.887 -1.289 -2.640 -0.12
H 3.965 -0.186 -2.600 0.21
H -0.074 -2.529 -4.922 0.28
C 2.862 -7.965 -0.303 -0.84
N 1.470 -7.602 -0.482 -0.10
C 0.441 -7.742 0.392 0.80
C 0.754 -8.357 1.739 -1.24
O -0.688 -7.383 0.099 -0.66
H 3.491 -7.081 -0.409 0.25
H 3.166 -8.689 -1.060 0.27
H 3.029 -8.399 0.677 0.36
H 1.208 -7.183 -1.361 0.19
H -0.167 -8.396 2.312 0.29
H 1.146 -9.369 1.625 0.35
H 1.486 -7.758 2.281 0.34
C -1.640 1.184 1.226 -0.50
N -0.918 0.982 -0.022 0.03
C -0.250 1.895 -0.767 0.82
C -0.217 3.315 -0.256 -1.47
O 0.313 1.563 -1.804 -0.61
H -1.199 0.576 2.018 0.25
H -2.677 0.879 1.110 0.13
H -1.605 2.230 1.514 0.11
H -0.885 0.052 -0.409 0.11
H 0.364 3.911 -0.954 0.31
H -1.219 3.731 -0.176 0.52
H 0.247 3.362 0.730 0.33
C -4.290 4.425 4.923 -0.89
N -3.278 4.203 3.901 -0.09
C -3.198 4.751 2.668 0.81
C -4.283 5.723 2.266 -1.41
O -2.281 4.465 1.907 -0.61
H -3.815 4.829 5.821 0.26
H -4.787 3.495 5.181 0.36
H -5.039 5.128 4.578 0.27
H -2.531 3.558 4.108 0.22
H -4.073 6.065 1.257 0.28
H -5.261 5.240 2.283 0.39
H -4.305 6.582 2.936 0.39
C -7.456 6.074 8.896 -0.88
N -6.877 5.142 7.948 -0.14
C -7.518 4.341 7.056 0.81
C -9.028 4.406 7.022 -1.34
O -6.889 3.602 6.316 -0.59
H -7.098 7.087 8.705 0.29
H -7.186 5.801 9.917 0.30
H -8.537 6.071 8.814 0.33
H -5.874 5.049 7.926 0.21
H -9.377 3.712 6.264 0.30
H -9.452 4.122 7.986 0.37
H -9.371 5.410 6.771 0.36
C -4.762 -2.612 -1.393 -0.88
N -4.176 -1.929 -0.257 -0.09
C -4.802 -1.396 0.824 0.89
C -6.308 -1.511 0.882 -1.40
O -4.163 -0.851 1.710 -0.64
H -4.381 -3.631 -1.465 0.29
H -4.523 -2.087 -2.320 0.29
H -5.842 -2.654 -1.292 0.34
H -3.174 -1.830 -0.232 0.15
H -6.645 -1.041 1.801 0.31
H -6.772 -1.007 0.034 0.38
H -6.619 -2.556 0.882 0.37
C 4.853 3.341 1.320 -0.79
N 5.344 2.382 0.353 -0.19
C 4.622 1.609 -0.503 0.63
C 3.119 1.735 -0.459 -0.73
O 5.188 0.838 -1.266 -0.70
H 5.242 4.338 1.107 0.29
H 5.160 3.063 2.330 0.28
H 3.769 3.383 1.290 0.27
H 6.340 2.247 0.277 0.26
H 2.695 1.077 -1.210 -0.08
H 2.739 1.443 0.522 0.42
H 2.799 2.753 -0.680 0.39
C 9.645 -0.777 -8.092 -0.81
N 8.236 -0.620 -8.384 -0.17
C 7.173 -0.903 -7.579 0.71
C 7.466 -1.453 -6.203 -0.45
O 6.034 -0.716 -7.970 -0.64
H 10.163 0.182 -8.155 0.28
H 10.112 -1.464 -8.801 0.27
H 9.779 -1.174 -7.092 0.32
H 7.972 -0.257 -9.286 0.23
H 6.523 -1.618 -5.702 -0.47
H 8.003 -2.400 -6.265 0.39
H 8.059 -0.744 -5.622 0.39
```


No. 5
Density functional theory data (wB97M-V/def2-TZVPD) for an isolated molecule of C6H7F2NO.

As for the relative energy (zero: lowest compared OMol25 entry of this formula, charge and spin): 223.90 kJ/mol. The LUMO energy is 0.4819 eV. As for the orbital gap: 8.324 eV.

```
17
Properties=species:S:1:pos:R:3:mulliken_charge:R:1
C 2.412 1.426 0.072 -0.15
C -0.545 -0.169 1.009 -0.61
C -1.522 -0.387 -0.228 -0.47
C 2.148 0.282 -0.705 -0.72
C 0.497 -0.796 0.066 -0.19
C 1.967 -1.031 0.055 1.26
N -0.449 -1.095 -0.840 -0.13
O 2.627 2.535 -0.452 -0.60
F 2.306 -2.093 -0.648 -0.30
F 2.603 -1.052 1.212 -0.27
H 2.639 1.160 1.184 0.24
H -0.399 0.806 1.295 0.39
H -0.682 -0.963 1.674 0.30
H -2.376 -1.036 0.007 0.30
H -1.642 0.571 -0.733 0.29
H 2.240 0.216 -1.726 0.53
H -0.459 -1.759 -1.506 0.14
```


No. 6
Density functional theory data (wB97M-V/def2-TZVPD) for a structure of composition C17H27CuN6O6PS.

Its expectation value of S² is 0.75. The LUMO energy (alpha / beta) is -6.0734 / -6.4001 eV. As for the orbital gap (alpha / beta): 7.042 / 7.329 eV. As for the spin multiplicity: 2. The total charge is +2.

```
59
Properties=species:S:1:pos:R:3:mulliken_charge:R:1
Cu -0.911 1.124 -0.644 -1.00
O -3.597 -2.354 0.178 -0.47
C -2.488 -1.662 0.359 -0.19
O -1.416 -1.940 -0.110 -0.41
C -2.711 -0.486 1.276 0.84
C -3.572 -0.583 2.358 -0.71
C -3.701 0.502 3.210 -0.85
C -2.991 1.657 2.939 -0.98
C -2.165 1.688 1.824 1.39
N -2.003 0.622 1.021 0.65
C -1.382 2.879 1.377 0.47
O -1.187 3.896 2.180 -0.43
O -0.922 2.910 0.250 -0.54
H -3.469 -3.094 -0.433 0.42
H -4.126 -1.495 2.529 0.53
H -4.353 0.448 4.071 0.48
H -3.105 2.521 3.579 0.34
H -1.558 3.786 3.065 0.32
C 2.200 3.141 -2.643 -0.77
O 0.903 2.562 -2.326 -0.37
C 0.870 1.607 -1.413 1.51
O 1.866 1.174 -0.874 -0.61
H 1.999 4.005 -3.265 0.27
H 2.807 2.411 -3.172 0.32
H 2.699 3.428 -1.721 0.29
C 2.685 -3.562 1.300 -0.76
N 2.149 -2.887 2.567 0.10
C 3.279 -2.041 3.155 -0.78
N 3.753 -1.111 2.201 0.19
C 4.240 -1.798 1.009 -0.92
N 3.183 -2.597 0.396 0.17
C 2.152 -1.773 -0.229 -1.15
P 1.266 -0.647 0.979 1.33
C 0.963 -2.040 2.245 -1.38
C 2.806 -0.048 1.872 -1.29
H 1.864 -4.125 0.857 0.40
H 3.479 -4.241 1.615 0.35
H 1.886 -3.607 3.242 0.33
H 4.078 -2.729 3.435 0.37
H 2.896 -1.541 4.045 0.38
H 5.071 -2.450 1.285 0.29
H 4.594 -1.060 0.291 0.40
H 1.408 -2.408 -0.713 0.50
H 2.623 -1.149 -0.985 0.51
H 0.184 -2.686 1.845 0.58
H 0.600 -1.595 3.174 0.49
H 2.505 0.464 2.790 0.44
H 3.306 0.679 1.233 0.44
C -3.349 1.493 -5.872 -1.02
N -3.101 0.791 -4.622 -0.13
C -2.239 1.167 -3.691 0.62
N -1.548 2.287 -3.841 -0.19
S -2.058 0.138 -2.320 -0.38
H -4.225 1.060 -6.344 0.35
H -2.507 1.388 -6.558 0.34
H -3.551 2.549 -5.689 0.34
H -3.573 -0.083 -4.462 0.25
H -1.614 2.830 -4.688 0.23
H -0.889 2.586 -3.140 0.11
```


Listing total energy for the structures above in their given order: -7794.9029, -18251.0756, -11571.0579, -162899.6051, -15304.1092, -104043.9043 eV.